(1)
Density functional theory data (wB97M-V/def2-TZVPD) for a 2-piece molecular cluster, C2H7NS2 overall in a non-equilibrium geometry.

As for the total charge: 0. The LUMO energy comes out at 0.60 eV. As for the SMILES: C=NC.SS. The molar mass is 109.2 g mol⁻¹. The value obtained for the frontier orbital gap is 9.94 eV.

Last column: Mulliken charge in e.
Geometry (Å):
C (1.2192, 1.5850, 1.0569)  -0.772
H (-1.7504, 0.6321, -0.0835)  0.298
H (1.9857, 0.8251, 0.9190)  0.281
H (1.6850, 2.4268, 0.4958)  0.266
H (-1.0949, 0.5684, 1.6113)  0.282
H (-1.8051, -3.2574, -0.8587)  0.159
C (-0.8666, 0.6620, 0.5548)  -0.341
N (0.2172, 1.1046, 0.0687)  -0.373
H (1.0099, -1.8329, -1.6645)  0.149
H (0.7848, 2.0723, 1.9298)  0.371
S (-1.5667, -2.1977, -1.6362)  -0.171
S (0.1817, -2.5882, -2.3935)  -0.148

Forces on atoms 1 to 3 (eV/Å):
0.0893 0.7520 -3.4239
0.2998 -0.8499 -0.2596
0.3308 -0.0918 1.6812


(2)
Density functional theory data (wB97M-V/def2-TZVPD) for a 2-piece molecular cluster, C2H7NS2 overall in a non-equilibrium geometry.

As for the total charge: 0. The LUMO energy comes out at 0.61 eV. As for the SMILES: C=N.CSS. The molar mass is 109.2 g mol⁻¹. The value obtained for the frontier orbital gap is 8.77 eV.

Last column: Mulliken charge in e.
Geometry (Å):
H (1.3460, 0.3174, 0.4296)  0.127
H (2.1482, 1.0466, -1.0080)  0.335
S (1.1747, -1.2958, -1.1689)  -0.032
C (1.2905, 0.4845, -0.6394)  -0.693
H (-0.2853, 0.6807, 2.5318)  0.256
H (0.9161, -2.3935, -3.6321)  0.154
S (0.5749, -1.1892, -3.1064)  -0.211
H (-1.5498, -0.6965, 2.5414)  0.244
H (-2.6543, 0.5955, 1.0433)  0.251
C (-1.3013, 0.3499, 2.3164)  -0.266
N (-2.0192, 1.1426, 1.6295)  -0.483
H (0.3594, 0.9577, -0.9372)  0.318

Forces on atoms 1 to 3 (eV/Å):
-0.0605 0.3919 0.2028
0.0207 -0.3106 -0.0703
0.6388 -0.0068 1.2586


HOMO energy / eV: -9.34, -8.16
Energy above the lowest of the compared OMol25 structures with the same formula, charge and spin / kcal/mol: 41.7, 39.1